# 1
Molecular formula: C35H36CaClFN5O3PSe3Te
Method: DFT, the ωB97M-V functional and the def2-TZVPD basis

Gap between HOMO and LUMO   3.299 eV
Net charge   0
Spin multiplicity   1
ΔE to the lowest compared entry with this formula, charge and spin   68.09 kJ/mol

Each line ends with the Mulliken charge.
CARTESIAN COORDINATES (ANGSTROEM)
Ca  -0.0676  1.6872  1.5743  1.766
Cl  -0.8160  4.8183  3.4471  -0.141
C  -0.4103  6.2810  2.5772  0.599
C  -0.4290  7.4740  3.2802  -0.708
C  -0.1193  8.6545  2.6240  -0.464
C  0.2047  8.6267  1.2738  -0.813
C  0.2074  7.4220  0.5893  -0.477
C  -0.1111  6.2221  1.2240  -0.276
P  -0.0104  4.6021  0.3815  1.124
C  -1.7665  4.2402  0.0035  0.323
C  -2.8294  4.9795  0.5114  -0.782
C  -4.1378  4.5981  0.2500  -0.659
C  -4.3964  3.4799  -0.5280  -0.604
C  -3.3406  2.7477  -1.0516  -0.688
C  -2.0333  3.1220  -0.7868  0.057
C  0.6610  5.0174  -1.2529  0.052
C  2.0343  4.8765  -1.4324  -0.439
C  2.6252  5.2118  -2.6395  -0.638
C  1.8426  5.6774  -3.6866  -0.493
C  0.4708  5.8037  -3.5225  -0.672
C  -0.1181  5.4762  -2.3110  0.085
H  -0.6836  7.4647  4.3305  0.471
H  -0.1308  9.5879  3.1688  0.373
H  0.4547  9.5395  0.7515  0.409
H  0.4623  7.4072  -0.4632  0.385
H  -2.6439  5.8524  1.1250  0.366
H  -4.9543  5.1757  0.6635  0.392
H  -5.4175  3.1791  -0.7215  0.357
H  -3.5297  1.8734  -1.6613  0.430
H  -1.2156  2.5597  -1.2241  0.482
H  2.6421  4.4713  -0.6328  0.311
H  3.6918  5.0895  -2.7703  0.396
H  2.2998  5.9279  -4.6349  0.368
H  -0.1446  6.1550  -4.3407  0.403
H  -1.1901  5.5735  -2.1896  0.411
Se  -2.4429  1.7601  3.0328  -0.485
Se  -2.3998  -0.5578  3.6449  -0.362
Te  -0.1152  -0.9203  4.8068  -0.100
Se  1.6161  -1.9110  3.2739  -0.762
F  -1.6270  -4.9223  2.2481  -0.346
C  -1.0296  -4.3816  1.1599  0.544
C  -0.8245  -3.0326  1.1167  -0.129
C  -0.1367  -2.5035  0.0210  0.514
C  0.1554  -1.0648  0.0457  2.008
O  -0.1848  -0.4260  1.0450  -1.079
C  0.7889  -0.5195  -1.1262  -0.437
C  1.1544  -1.3865  -2.1048  -0.626
N  1.0068  -2.7369  -2.0648  0.297
C  1.5373  -3.5483  -3.1281  -0.312
C  2.6583  -4.4931  -2.8055  -0.422
C  2.9207  -3.2555  -3.6150  -0.969
C  0.3230  -3.3244  -1.0056  -0.035
C  0.0833  -4.7031  -0.9473  -1.095
C  -0.5794  -5.2320  0.1475  -1.013
N  -0.7358  -6.6565  0.2193  0.235
C  0.4922  -7.3579  0.5359  -0.457
C  0.3855  -8.7956  0.0790  -0.678
N  -0.8069  -9.4142  0.7747  -0.176
C  -2.0758  -8.6394  0.4817  -0.910
C  -1.8601  -7.2138  0.9414  -0.625
C  1.0617  0.9657  -1.3620  0.055
O  1.2937  1.3217  -2.5107  -0.764
O  0.9923  1.7042  -0.3257  -0.539
H  -1.1638  -2.3675  1.8994  0.018
H  1.6203  -0.9889  -2.9975  0.796
H  0.8030  -3.8678  -3.8604  0.384
H  2.6682  -5.4500  -3.3090  0.287
H  3.0120  -4.4954  -1.7843  0.241
H  3.1065  -3.3548  -4.6743  0.270
H  3.4566  -2.4543  -3.1281  0.366
H  0.4027  -5.3591  -1.7433  0.751
H  0.7049  -7.3323  1.6201  0.213
H  1.3352  -6.8847  0.0355  0.438
H  1.2579  -9.3974  0.3288  0.387
H  0.1716  -8.8607  -0.9874  0.354
H  -0.6426  -9.3815  1.7851  0.403
H  -0.9105  -10.3953  0.5186  0.341
H  -2.8839  -9.1395  1.0137  0.418
H  -2.2298  -8.7074  -0.5943  0.364
H  -1.7128  -7.2090  2.0318  0.441
H  -2.7598  -6.6349  0.7408  0.509
N  3.0153  2.4390  2.6456  -0.509
N  1.9054  1.6542  3.1097  -0.294
H  3.6223  2.6837  3.4208  0.245
H  2.6479  3.2954  2.2458  0.162
H  1.6368  1.9050  4.0587  0.220
H  2.1850  0.6730  3.1199  0.156



# 2
Molecular formula: C32H42BrMoN9O3S2
Method: DFT, the ωB97M-V functional and the def2-TZVPD basis

Gap between HOMO and LUMO (alpha / beta)   6.544 / 6.252 eV
Net charge   +2
Spin multiplicity   3
ΔE to the lowest compared entry with this formula, charge and spin   54.99 kJ/mol

Each line ends with the Mulliken charge.
CARTESIAN COORDINATES (ANGSTROEM)
Mo  -0.6926  -0.1502  -0.0521  -0.076
N  -3.3139  -2.4346  -1.1007  -0.375
C  -3.6239  -2.8198  0.2726  -0.918
C  -3.5464  -1.6356  1.2151  -0.835
N  -2.1892  -1.0771  1.4715  0.218
C  -1.4418  -1.9077  2.4589  -1.058
C  -0.3131  -2.6408  1.7738  -0.301
N  0.5149  -1.6251  1.0836  -0.305
H  -3.2022  -3.2630  -1.6753  0.225
H  -4.0979  -1.9254  -1.4966  0.211
H  -4.6269  -3.2465  0.3849  0.473
H  -2.9260  -3.6019  0.5807  0.340
H  -4.1758  -0.8276  0.8436  0.460
H  -3.9689  -1.9400  2.1767  0.400
H  -2.3503  -0.1709  1.9377  0.435
H  -1.0382  -1.2490  3.2286  0.178
H  -2.1155  -2.6105  2.9496  0.659
H  0.2898  -3.2016  2.4902  0.502
H  -0.7160  -3.3383  1.0395  0.204
H  1.1034  -1.1501  1.7730  0.673
H  1.2229  -1.9998  0.4429  -0.317
Br  -4.2721  5.7659  -2.4658  -0.038
C  -3.5381  4.0446  -2.4178  -0.514
C  -1.2481  4.3908  -1.6650  -0.736
C  -1.3898  1.8854  -0.1113  -0.698
C  -2.5480  1.4434  -2.1972  -1.485
C  -3.1945  1.8197  -3.3057  -0.832
C  -3.8303  3.1330  -3.3486  -0.768
N  -1.7981  0.2487  -2.0297  1.398
C  -1.4310  -0.4045  -3.0626  -0.146
C  -0.6783  -1.6255  -2.9063  0.051
C  -0.4442  -2.4373  -4.0026  -1.012
C  0.1703  -3.6642  -3.8028  -0.708
C  0.5203  -4.0046  -2.5155  -1.366
C  0.2854  -3.1069  -1.4816  -0.531
N  -0.3027  -1.9230  -1.6457  1.242
H  -1.3646  5.4393  -1.9223  0.435
H  -1.3334  2.4773  0.7954  1.052
H  -3.2756  1.1902  -4.1820  0.578
H  -4.5049  3.3656  -4.1598  0.527
H  -1.6866  -0.0728  -4.0639  0.411
H  -0.7602  -2.1117  -4.9837  0.554
H  0.3590  -4.3347  -4.6300  0.488
H  0.9859  -4.9532  -2.2894  0.519
H  0.5882  -3.3906  -0.4880  0.649
C  -3.8688  1.9558  -0.1671  -1.666
C  -2.5879  2.2656  -0.9523  1.811
C  -2.5582  3.7605  -1.2933  0.355
C  -0.0098  3.9071  -1.7662  -1.267
C  0.4705  2.5417  -1.5422  0.892
C  1.7361  2.1622  -2.2070  -1.414
N  -0.1664  1.7188  -0.7886  0.861
H  -4.7488  2.3434  -0.6803  0.554
H  -3.8180  2.3961  0.8298  0.454
H  -3.9869  0.8782  -0.0604  -0.057
H  -2.9118  4.3039  -0.4095  0.756
H  0.7549  4.5893  -2.1195  0.506
H  1.6661  2.3756  -3.2757  0.496
H  1.9938  1.1248  -2.0405  -0.144
H  2.5428  2.7806  -1.8045  0.445
O  -1.8726  1.3167  2.8596  -0.708
C  -0.6586  1.4353  2.7701  -0.001
N  0.0934  0.8898  1.7587  0.889
S  1.7133  1.2573  1.9416  0.790
O  2.4295  0.0309  2.2202  -0.802
O  2.1783  2.0733  0.8625  -0.582
C  1.5067  2.1850  3.4104  0.527
C  2.4687  2.8314  4.1586  -0.985
C  2.0303  3.4796  5.3081  -0.622
C  0.6866  3.4719  5.6767  -0.636
C  -0.2637  2.8167  4.9043  -0.509
C  0.1717  2.1728  3.7594  -0.078
H  3.5110  2.8356  3.8715  0.559
H  2.7495  3.9993  5.9266  0.442
H  0.3810  3.9865  6.5771  0.446
H  -1.3108  2.8056  5.1739  0.565
C  5.5783  -2.8592  1.4929  -1.142
N  4.6943  -1.9675  0.7523  -0.116
C  4.3125  -2.0748  -0.5245  0.559
S  2.9419  -1.2131  -1.0559  -0.470
N  5.0128  -2.8382  -1.3749  -0.173
C  6.4460  -3.1240  -1.2946  -0.986
H  5.2724  -2.8367  2.5360  0.346
H  6.6241  -2.5610  1.4337  0.319
H  5.4709  -3.8798  1.1299  0.419
H  4.1623  -1.2869  1.2773  0.214
H  4.6114  -2.8393  -2.2990  0.314
H  6.9764  -2.2899  -0.8368  0.325
H  6.8146  -3.2419  -2.3100  0.356
H  6.6590  -4.0386  -0.7448  0.290



- What is the formula in the second record?
  C32H42BrMoN9O3S2